C2H8NO2 | the ωB97M-V functional and the def2-TZVPD basis

## Properties
- Kohn-Sham gap: 7.07 eV
- Energy above the lowest of the compared OMol25 structures with the same formula, charge and spin: 44.0 kJ/mol
- Net charge: -1
- E_HOMO: -2.739 eV
- E_tot: -7788.7284 eV

Structure (XYZ):
```
13
Properties=species:S:1:pos:R:3:lowdin_charge:R:1
C 0.819 -0.174 -1.101 -0.17
N -0.107 0.379 -0.115 -0.16
C -1.419 -0.440 -0.149 -0.58
O -1.845 -0.742 -1.348 -0.31
H 0.444 -0.096 -2.125 0.06
H 1.787 0.312 -1.029 0.06
H 0.913 -1.237 -0.908 0.07
H -0.391 1.301 -0.454 0.09
H -1.169 -1.300 0.532 0.08
H -2.118 0.201 0.437 0.07
H 0.635 0.733 1.371 -0.01
H 1.430 0.122 2.595 0.00
O 1.021 0.942 2.294 -0.17
```



C27H34BrF12N9O6S3SbSn | the ωB97M-V functional and the def2-TZVPD basis

## Properties
- Kohn-Sham gap (alpha / beta): 7.14 / 5.21 eV
- Expectation value of S²: 0.80
- Spin multiplicity: 2
- Energy above the lowest of the compared OMol25 structures with the same formula, charge and spin: 210.0 kJ/mol
- Net charge: 0
- E_HOMO (alpha / beta): -8.711 / -8.711 eV
- E_tot: -201774.1488 eV

Structure (XYZ):
```
94
Properties=species:S:1:pos:R:3:lowdin_charge:R:1
Sn -1.631 0.733 0.847 1.31
O -0.486 2.965 -3.531 0.07
C -0.162 1.864 -4.250 -0.26
C 0.250 2.041 -5.566 0.00
C 0.607 0.951 -6.337 -0.07
C 0.550 -0.339 -5.818 -0.08
C 0.143 -0.516 -4.509 -0.03
C -0.200 0.573 -3.714 -0.11
C -0.533 0.333 -2.260 -0.38
O -1.473 1.175 -1.687 -0.39
N 0.757 0.496 -1.535 0.11
N 1.067 1.477 -0.784 0.10
C 2.279 1.384 -0.239 -0.14
C 2.912 2.433 0.443 -0.65
Br 2.279 4.188 0.242 0.83
C 4.063 2.241 1.165 -0.03
C 4.656 0.981 1.553 -0.20
C 6.054 0.922 1.661 -0.02
C 6.681 -0.262 1.994 -0.07
C 5.921 -1.396 2.265 -0.05
C 4.535 -1.338 2.213 -0.05
C 3.901 -0.160 1.861 -0.05
H -1.101 2.707 -2.823 0.07
H 0.265 3.047 -5.966 0.12
H 0.912 1.105 -7.364 0.11
H 0.795 -1.192 -6.435 0.10
H 0.060 -1.514 -4.093 0.10
H -0.808 -0.710 -2.086 0.10
H 1.479 -0.174 -1.815 0.16
H 2.838 0.456 -0.348 0.14
H 4.597 3.135 1.470 0.11
H 6.641 1.810 1.459 0.12
H 7.760 -0.304 2.053 0.11
H 6.412 -2.319 2.545 0.11
H 3.943 -2.208 2.465 0.11
H 2.819 -0.101 1.896 0.03
F -1.611 -1.498 6.328 0.15
C -2.360 -1.120 5.300 -0.69
F -3.485 -0.573 5.753 0.15
F -2.658 -2.180 4.557 0.15
S -1.462 0.151 4.309 0.60
O -2.460 0.596 3.342 -0.42
O -0.962 1.102 5.253 -0.25
N -0.359 -0.833 3.666 -0.29
S 1.030 -0.210 3.248 0.58
O 1.753 -1.140 2.421 -0.35
O 0.893 1.143 2.743 -0.34
C 2.076 -0.066 4.807 -0.64
F 2.419 1.198 5.008 0.16
F 1.427 -0.528 5.863 0.16
F 3.190 -0.786 4.642 0.14
C -0.958 -3.323 -1.608 -0.17
N -0.655 -4.729 -1.330 -0.08
C 0.797 -4.903 -1.362 -0.18
N 1.491 -4.049 -0.387 -0.08
C 1.133 -2.661 -0.679 -0.20
N -0.311 -2.424 -0.640 -0.10
C -0.784 -2.786 0.707 -0.20
N -0.484 -4.180 1.036 -0.07
C -1.120 -5.032 0.026 -0.17
C 0.964 -4.367 0.948 -0.17
H -2.034 -3.156 -1.570 0.12
H -0.614 -3.077 -2.617 0.11
H 1.160 -4.659 -2.363 0.12
H 1.037 -5.946 -1.147 0.12
H 1.503 -2.418 -1.685 0.12
H 1.617 -2.011 0.056 0.11
H -1.860 -2.623 0.776 0.12
H -0.269 -2.143 1.425 0.07
H -2.201 -4.883 0.070 0.13
H -0.898 -6.077 0.253 0.12
H 1.204 -5.407 1.181 0.13
H 1.449 -3.720 1.683 0.12
C -5.682 3.899 0.134 -0.05
N -4.484 3.553 0.877 -0.03
C -3.262 3.928 0.523 -0.77
S -1.894 3.305 1.380 0.63
N -3.126 4.844 -0.429 -0.02
C -1.850 5.318 -0.929 -0.08
H -6.541 3.512 0.673 0.10
H -5.657 3.460 -0.867 0.09
H -5.785 4.983 0.070 0.09
H -4.511 2.727 1.452 0.12
H -3.924 4.990 -1.027 0.12
H -1.313 5.850 -0.146 0.08
H -2.047 5.997 -1.755 0.10
H -1.230 4.494 -1.280 0.07
F -3.602 1.141 0.029 -0.50
Sb -3.407 0.607 -2.042 1.45
F -2.946 -0.869 -0.783 -0.43
F -5.224 0.185 -2.041 -0.32
F -2.831 -0.902 -3.113 -0.35
F -3.697 2.528 -1.867 -0.36
F -3.366 1.283 -3.843 -0.36
```



C22H36N3ReSe3SiTe | the ωB97M-V functional and the def2-TZVPD basis

## Properties
- Kohn-Sham gap (alpha / beta): 6.89 / 5.73 eV
- Expectation value of S²: 3.78
- Spin multiplicity: 4
- Energy above the lowest of the compared OMol25 structures with the same formula, charge and spin: 0.0 kJ/mol
- Net charge: +1
- E_HOMO (alpha / beta): -10.365 / -10.563 eV
- E_tot: -241203.3023 eV

Structure (XYZ):
```
67
Properties=species:S:1:pos:R:3:lowdin_charge:R:1
Re -1.446 -0.684 0.813 0.76
Se -2.729 -3.383 1.883 0.07
Se -4.702 -3.010 2.843 -0.06
Te -5.199 -0.539 2.607 0.41
Se -3.258 0.624 1.681 -0.03
N 0.442 -3.451 0.180 0.13
C 0.692 -2.883 1.412 -0.33
C 1.628 -3.532 2.226 0.02
C 1.893 -3.047 3.484 -0.02
C 1.181 -1.939 3.931 -0.03
C 0.298 -1.339 3.076 -0.13
N 0.072 -1.769 1.803 -0.10
C -0.494 -3.181 -0.801 -0.32
C -0.581 -4.109 -1.847 0.02
C -1.526 -3.944 -2.826 -0.02
C -2.387 -2.854 -2.742 -0.03
C -2.221 -1.963 -1.715 -0.13
N -1.267 -2.094 -0.755 -0.09
H 0.985 -4.277 -0.001 0.15
H 2.123 -4.422 1.857 0.13
H 2.623 -3.528 4.125 0.13
H 1.310 -1.539 4.930 0.13
H -0.277 -0.477 3.378 0.09
H 0.091 -4.958 -1.864 0.13
H -1.609 -4.657 -3.634 0.13
H -3.178 -2.674 -3.457 0.12
H -2.844 -1.084 -1.617 0.10
C -2.327 1.910 -1.669 -0.13
C -0.813 1.759 -1.859 -0.62
C -0.575 0.769 -3.006 -0.10
C -0.271 3.117 -2.329 -0.09
Si 0.054 1.149 -0.165 0.79
C 1.913 0.498 -0.546 -0.61
C 1.905 -0.829 -1.302 -0.11
C 2.736 1.481 -1.393 -0.09
C 2.685 0.248 0.758 -0.10
C 0.150 2.655 1.157 -0.62
C 0.221 2.097 2.579 -0.14
C 1.350 3.581 0.939 -0.10
C -1.103 3.532 1.116 -0.12
H -2.800 2.254 -2.603 0.10
H -2.584 2.628 -0.886 0.06
H -2.813 0.969 -1.395 0.02
H -1.214 1.030 -3.860 0.10
H -0.793 -0.262 -2.732 0.04
H 0.463 0.794 -3.348 0.07
H -0.705 3.360 -3.308 0.09
H 0.812 3.124 -2.435 0.06
H -0.546 3.927 -1.656 0.06
H 1.410 -0.759 -2.278 0.07
H 1.399 -1.594 -0.716 0.03
H 2.937 -1.177 -1.465 0.10
H 2.346 1.558 -2.412 0.07
H 3.768 1.125 -1.459 0.09
H 2.755 2.491 -0.968 0.06
H 2.167 -0.469 1.408 0.05
H 2.830 1.155 1.344 0.06
H 3.675 -0.171 0.537 0.09
H 1.026 1.370 2.718 0.06
H -0.727 1.632 2.880 0.02
H 0.393 2.910 3.305 0.10
H 2.305 3.094 1.146 0.07
H 1.273 4.438 1.623 0.09
H 1.378 3.985 -0.078 0.07
H -2.034 2.970 1.217 0.00
H -1.182 4.128 0.210 0.07
H -1.089 4.236 1.960 0.10
```



C3H11CsIInOP2 | the ωB97M-V functional and the def2-TZVPD basis

## Properties
- Kohn-Sham gap: 4.63 eV
- Net charge: 0
- E_HOMO: -6.069 eV
- E_tot: -37730.5973 eV

Structure (XYZ):
```
20
Properties=species:S:1:pos:R:3:lowdin_charge:R:1
C -2.251 1.053 -0.494 -0.38
C -1.829 0.439 0.960 -0.56
P -0.603 -1.013 0.936 0.57
C 0.579 -0.648 2.441 -0.41
In 0.912 -1.085 -1.071 -0.07
P 3.071 0.234 -0.638 0.12
O 4.284 -0.701 -1.481 -0.57
I 2.778 2.419 -1.713 0.16
H -1.349 1.489 -1.098 0.09
H -2.995 1.958 -0.288 0.10
H -2.859 0.261 -1.106 -0.43
H -2.817 0.035 1.495 0.07
H -1.431 1.299 1.655 0.09
H 1.323 -1.542 2.544 0.04
H -0.075 -0.447 3.402 0.04
H 1.116 0.391 2.209 0.04
H 1.473 -2.824 -1.212 -0.12
H 0.154 -0.713 -2.657 -0.14
H 4.699 -0.102 -2.177 0.03
Cs -4.182 -0.502 -1.706 1.33
```



C6H7FIN | the ωB97M-V functional and the def2-TZVPD basis

## Properties
- Kohn-Sham gap: 8.71 eV
- Structure (SMILES): C\C=C/N=C\C=C(/F)I
- Energy above the lowest of the compared OMol25 structures with the same formula, charge and spin: 198.7 kJ/mol
- Net charge: 0
- E_HOMO: -8.618 eV
- E_tot: -18640.0960 eV

Structure (XYZ):
```
16
Properties=species:S:1:pos:R:3:lowdin_charge:R:1
C 0.012 1.482 0.258 -0.09
C 0.069 0.600 -0.936 -0.17
C -0.584 -0.527 -1.183 -0.13
N -0.817 -1.522 -0.159 0.07
C 0.149 -1.923 0.518 -0.17
C 1.555 -1.638 0.185 -0.13
C 2.279 -0.657 0.752 -0.81
F 1.898 -0.186 1.924 0.00
I 4.007 0.189 -0.157 0.86
H -0.550 2.381 0.317 0.07
H 0.960 1.701 0.617 0.03
H -0.588 0.999 1.057 0.09
H 0.484 1.102 -1.791 0.09
H -0.746 -0.859 -2.157 0.09
H -0.055 -2.779 1.090 0.10
H 1.946 -1.695 -0.831 0.09
```